DFT (ωB97M-V with the def2-TZVPD basis set) results for a structure of composition C20H35N4O3P2ReS4SbSi in a non-equilibrium geometry.

Summary:
2S+1: 1
Net charge: +3
E_HOMO (spin up / spin down), hartree: -0.54576 / -0.54891
Gap between HOMO and LUMO (spin up / spin down), eV: 6.58 / 6.66
Lowest unoccupied orbital energy (spin up / spin down), eV: -8.271 / -8.278
E_tot, eV: -111854.439

```
71
Properties=species:S:1:pos:R:3:mulliken_charge:R:1
Re 9.978 9.678 15.167 1.03
C 7.568 9.954 17.107 -0.64
N 8.174 8.995 16.166 0.04
C 8.610 7.697 16.895 -0.99
P 7.400 8.697 14.689 0.23
O 8.662 8.566 13.893 -0.81
O 6.674 10.087 14.314 -0.37
P 7.458 11.484 13.877 0.47
O 8.799 11.356 14.717 -0.69
N 6.684 12.779 14.427 0.36
C 6.911 13.433 15.738 -1.15
C 5.429 13.196 13.713 -1.01
N 7.574 11.425 12.239 0.39
C 6.822 10.491 11.380 -0.69
C 8.253 12.560 11.448 -1.00
N 6.351 7.506 14.599 0.61
C 5.963 7.136 13.221 -0.66
C 5.428 6.948 15.571 -1.04
H 6.696 9.576 17.647 0.36
H 7.192 10.821 16.550 0.21
H 8.299 10.317 17.812 0.32
H 7.752 7.121 17.111 0.37
H 9.127 7.957 17.752 0.50
H 9.309 7.031 16.322 0.29
H 7.927 13.272 16.031 0.32
H 6.233 13.034 16.469 0.39
H 6.664 14.482 15.600 0.48
H 4.833 13.818 14.407 0.45
H 4.903 12.279 13.417 0.34
H 5.585 13.810 12.844 0.27
H 5.966 11.049 10.926 0.38
H 6.366 9.632 11.928 -0.03
H 7.397 10.051 10.557 0.28
H 8.835 12.076 10.652 0.35
H 8.907 13.077 12.128 0.34
H 7.442 13.114 10.991 0.34
H 4.894 7.051 13.049 0.37
H 6.480 6.234 12.912 0.33
H 6.247 7.922 12.555 0.09
H 4.381 7.275 15.371 0.28
H 5.488 7.103 16.625 0.40
H 5.551 5.856 15.373 0.41
S 12.873 9.878 17.479 -0.19
Sb 13.707 9.044 15.475 0.74
S 10.885 10.169 17.235 -0.12
S 11.920 9.881 13.621 -0.21
S 11.719 8.101 14.519 -0.14
C 11.200 12.989 4.158 -0.40
C 10.488 11.788 4.280 -0.47
C 11.110 10.569 4.168 -0.28
C 12.466 10.561 3.827 0.66
C 13.191 11.784 3.692 -0.48
C 12.539 12.974 3.962 -0.62
Si 13.407 9.095 3.583 0.59
C 12.987 7.409 3.757 0.43
C 14.100 6.591 4.108 -0.43
C 13.897 5.296 4.515 -0.63
C 12.707 4.699 4.320 -0.32
C 11.605 5.461 3.803 -0.49
C 11.707 6.777 3.528 -0.14
H 10.593 13.873 4.205 0.40
H 9.431 11.747 4.489 0.37
H 10.671 9.588 4.369 0.32
H 14.238 11.789 3.404 0.29
H 13.060 13.876 3.785 0.40
H 14.873 9.361 3.300 -0.05
H 15.101 7.014 4.135 0.32
H 14.734 4.748 4.890 0.39
H 12.533 3.660 4.559 0.40
H 10.722 4.899 3.537 0.37
H 10.832 7.264 3.051 0.37
```


DFT (ωB97M-V with the def2-TZVPD basis set) results for a structure of composition C20H39InN2O2P2Si in a non-equilibrium geometry.

Summary:
2S+1: 1
E_HOMO, hartree: -0.19283
Gap between HOMO and LUMO, eV: 5.25
Lowest unoccupied orbital energy, eV: -0.001
E_tot, eV: -60072.434

```
67
Properties=species:S:1:pos:R:3:nbo_charge:R:1
C -0.793 1.284 -4.686 -0.28
C -0.793 0.982 -3.291 0.22
N 0.115 1.625 -2.471 -0.59
C 0.921 2.564 -2.951 0.23
C 0.932 2.912 -4.312 -0.36
C 0.073 2.241 -5.187 -0.16
C -1.692 0.049 -2.726 -0.87
P -1.908 -0.050 -0.975 1.00
In 0.344 -0.014 0.148 0.51
P 2.191 2.377 -0.451 1.20
C 1.847 3.292 -1.973 -0.76
O -0.278 -2.876 -6.346 -0.93
O 0.435 -5.468 -1.676 -0.93
H -1.505 0.745 -5.308 0.22
H 1.620 3.686 -4.644 0.20
H 0.083 2.473 -6.250 0.21
C -3.044 1.289 -0.483 -0.96
C -2.836 -1.579 -0.640 -0.94
H 2.802 3.527 -2.468 0.24
H 1.389 4.247 -1.662 0.26
H -0.814 -3.593 -6.061 0.47
H -2.245 -0.601 -3.409 0.23
C 2.840 3.531 0.754 -0.97
C 3.512 1.214 -0.824 -0.99
H 1.573 -0.652 -0.963 0.04
H 1.299 -5.817 -1.393 0.47
H 0.540 -4.533 -1.658 0.47
H 0.481 -2.877 -5.736 0.47
H 0.875 1.908 0.130 0.06
H 1.050 -1.243 -1.087 -0.04
H -4.014 1.133 -0.980 0.24
H -3.191 1.301 0.605 0.25
H -2.634 2.256 -0.802 0.24
H -3.533 -1.756 -1.473 0.23
H -2.145 -2.429 -0.564 0.24
H -3.397 -1.491 0.301 0.25
H 4.462 1.774 -0.831 0.27
H 3.587 0.422 -0.067 0.28
H 3.372 0.761 -1.813 0.27
H 3.860 3.832 0.470 0.24
H 2.194 4.418 0.799 0.26
H 2.866 3.053 1.742 0.26
C 2.771 -1.191 2.103 -1.13
Si 1.200 -1.373 3.096 1.86
C 0.900 -3.169 3.465 -1.15
C 1.364 -0.412 4.684 -1.14
N -0.144 -0.700 2.190 -1.27
C -1.408 -0.472 2.726 0.17
C -2.251 -1.553 3.092 -0.27
C -3.601 -1.323 3.339 -0.21
C -4.111 -0.018 3.316 -0.27
C -3.259 1.067 3.080 -0.22
C -1.914 0.847 2.793 -0.24
H 3.553 -1.747 2.644 0.24
H 3.105 -0.148 2.023 0.23
H 2.701 -1.629 1.099 0.22
H 1.744 -3.553 4.058 0.23
H -0.017 -3.325 4.048 0.24
H 0.831 -3.764 2.544 0.24
H 1.668 0.626 4.491 0.23
H 0.416 -0.390 5.238 0.25
H 2.124 -0.877 5.328 0.23
H -1.823 -2.558 3.101 0.21
H -4.258 -2.167 3.559 0.21
H -5.175 0.156 3.496 0.21
H -3.641 2.090 3.115 0.21
H -1.217 1.665 2.586 0.21
```


DFT (ωB97M-V with the def2-TZVPD basis set) results for a structure of composition C35H43Ge2N2O4PRuS2 in a non-equilibrium geometry.

Summary:
2S+1: 2
⟨S²⟩: 0.80
Net charge: -1
Energy above the lowest of the compared OMol25 structures with the same formula, charge and spin, kcal/mol: 65.5
E_HOMO (spin up / spin down), hartree: -0.17189 / -0.16681
Gap between HOMO and LUMO (spin up / spin down), eV: 7.09 / 5.14
Lowest unoccupied orbital energy (spin up / spin down), eV: 2.413 / 0.599
E_tot, eV: -194740.201

```
90
Properties=species:S:1:pos:R:3:mulliken_charge:R:1
Ru -0.169 -0.710 -0.179 -1.31
C 3.043 -2.400 1.303 -1.13
C 2.395 -1.209 1.909 -0.81
N 1.223 -0.715 1.552 1.18
C 0.994 0.367 2.361 -0.71
C 2.025 0.523 3.230 0.52
N 2.900 -0.491 2.934 0.16
C 2.348 1.485 4.307 0.52
O 1.474 2.443 4.517 -0.60
O 3.382 1.360 4.928 -0.67
C -0.301 1.055 2.225 1.23
O -0.547 2.067 2.896 -0.94
O -1.071 0.452 1.413 -0.01
H 2.539 -2.629 0.366 -0.15
H 2.953 -3.266 1.961 0.36
H 4.101 -2.219 1.104 0.37
H 3.762 -0.635 3.436 0.26
H 0.669 2.350 3.903 0.38
C 3.062 -1.151 -3.621 -1.35
C 2.877 -1.336 -2.114 -0.94
Ge 1.850 0.131 -1.236 1.67
C 3.193 1.144 -0.216 -0.36
C 4.349 1.560 -1.129 -1.40
C 1.376 1.290 -2.747 -1.24
C 0.106 1.592 -3.013 -0.18
Ge -1.097 1.125 -1.497 1.70
C -0.978 2.750 -0.374 -0.44
C -1.131 4.121 -1.033 -1.21
C -2.985 0.753 -1.913 -0.24
C -3.911 1.799 -2.538 -1.33
C -0.241 2.349 -4.255 0.31
C 0.537 2.218 -5.411 -0.37
C 0.263 2.950 -6.555 -0.78
C -0.813 3.829 -6.583 -0.38
C -1.615 3.949 -5.459 -1.34
C -1.334 3.212 -4.316 0.23
H 3.573 -2.007 -4.072 0.40
H 3.651 -0.260 -3.853 0.31
H 2.099 -1.040 -4.123 0.30
H 3.854 -1.421 -1.625 0.32
H 2.346 -2.268 -1.923 0.46
H 3.566 0.548 0.616 0.21
H 2.719 2.024 0.228 0.33
H 4.843 0.692 -1.573 0.24
H 5.110 2.125 -0.584 0.43
H 4.001 2.190 -1.949 0.29
H 2.159 1.668 -3.410 0.51
H 0.016 2.694 0.083 0.13
H -1.689 2.644 0.446 0.49
H -0.428 4.260 -1.856 0.23
H -0.947 4.921 -0.309 0.43
H -2.137 4.278 -1.431 0.25
H -3.373 0.477 -0.925 -0.12
H -3.009 -0.164 -2.506 0.32
H -3.852 2.759 -2.020 0.27
H -4.955 1.474 -2.490 0.39
H -3.678 1.971 -3.589 0.37
H 1.362 1.516 -5.412 0.40
H 0.890 2.832 -7.430 0.39
H -1.025 4.407 -7.474 0.37
H -2.468 4.617 -5.468 0.38
H -1.963 3.323 -3.447 0.56
S -0.767 -1.745 4.476 -0.51
P -1.194 -2.456 2.684 1.36
S -0.098 -2.916 -0.699 -0.44
C -3.012 -2.456 2.459 -0.08
C -3.803 -3.424 3.079 -0.47
C -5.182 -3.374 2.969 -0.67
C -5.786 -2.352 2.242 -0.48
C -5.005 -1.384 1.633 -0.86
C -3.619 -1.434 1.739 0.13
C -0.740 -4.224 2.611 0.28
C -1.356 -5.074 1.692 -0.37
C -1.011 -6.414 1.633 -0.78
C -0.023 -6.916 2.472 -0.41
C 0.614 -6.070 3.367 -0.68
C 0.255 -4.730 3.439 -0.56
H -3.336 -4.214 3.655 0.44
H -5.788 -4.129 3.454 0.39
H -6.865 -2.311 2.161 0.37
H -5.468 -0.582 1.072 0.47
H -3.010 -0.669 1.277 0.30
H -2.111 -4.684 1.020 0.45
H -1.511 -7.066 0.928 0.39
H 0.247 -7.964 2.426 0.37
H 1.387 -6.453 4.023 0.39
H 0.729 -4.071 4.156 0.36
C -1.499 -1.972 -1.186 -1.15
H -2.432 -2.164 -0.657 0.33
H -1.629 -1.875 -2.259 0.78
```


DFT (ωB97M-V with the def2-TZVPD basis set) results for a structure of composition C3H2MgNaO3 in a non-equilibrium geometry.

Summary:
2S+1: 1
Net charge: -1
E_HOMO (spin up / spin down), hartree: -0.09388 / -0.03341
Gap between HOMO and LUMO (spin up / spin down), eV: 4.77 / 1.78
Lowest unoccupied orbital energy (spin up / spin down), eV: 2.212 / 0.868
E_tot, eV: -19142.978

```
10
Properties=species:S:1:pos:R:3:nbo_charge:R:1
C -0.293 1.005 0.675 0.15
O 0.224 2.181 0.875 -0.88
H 1.329 -0.404 0.975 0.18
Na 0.191 4.662 0.625 0.04
C 0.400 -0.144 0.470 -0.21
O -0.059 -1.012 -0.534 -0.52
C 0.720 -1.985 -1.043 0.23
O 1.886 -2.078 -0.584 -0.90
Mg 1.994 -3.713 -1.972 0.80
H -1.187 0.689 1.299 0.10
```


DFT (ωB97M-V with the def2-TZVPD basis set) results for a cluster of 3 separate species, C22H43BN7O8P2 in total in a non-equilibrium geometry.

Summary:
2S+1: 1
Net charge: -1
E_HOMO, hartree: -0.17142
Gap between HOMO and LUMO, eV: 5.56
Lowest unoccupied orbital energy, eV: 0.892
E_tot, eV: -69575.817

```
83
Properties=species:S:1:pos:R:3:mulliken_charge:R:1
C 5.699 -1.094 0.689 -0.86
O 5.002 -0.145 -0.131 -0.37
B 4.080 -0.745 -0.991 0.77
O 3.831 -0.216 -2.232 -0.70
C 3.317 -2.041 -0.455 -0.10
C 3.718 -3.323 -0.799 -0.10
C 3.045 -4.439 -0.274 0.49
C 3.466 -5.875 -0.609 -0.06
O 2.791 -6.456 -1.482 -0.71
O 4.453 -6.358 -0.019 -0.74
C 1.994 -4.179 0.579 0.89
C 1.589 -2.868 0.930 0.27
C 2.245 -1.778 0.409 -1.25
C 0.428 -2.972 1.913 -0.12
O -0.443 -2.171 2.117 -0.54
N 0.602 -4.284 2.483 -0.35
C 1.062 -5.104 1.357 0.00
O 0.702 -6.224 1.148 -0.49
H 6.592 -0.589 1.087 0.28
H 6.036 -1.955 0.101 0.36
H 5.115 -1.411 1.564 0.29
H 3.952 0.746 -2.156 0.32
H 4.558 -3.474 -1.477 0.57
H 1.940 -0.773 0.696 0.77
H 1.313 -4.195 3.204 0.34
O 2.825 3.274 -1.661 -0.79
P 2.625 4.211 -0.483 0.77
N 2.880 3.050 0.765 0.58
C 2.267 3.068 2.076 -1.02
C 4.292 2.697 0.904 -1.36
N 0.907 4.462 -0.806 0.16
C -0.135 3.824 -0.003 -1.12
C 0.526 4.222 -2.208 -1.10
N 2.665 5.578 0.659 0.03
C 1.520 6.342 1.119 -0.95
C 3.677 6.544 0.159 -1.20
H 2.692 3.836 2.739 0.29
H 2.415 2.099 2.559 0.36
H 1.190 3.208 2.033 0.28
H 4.880 3.525 1.332 0.28
H 4.718 2.446 -0.068 0.43
H 4.418 1.821 1.538 0.31
H 0.043 2.748 0.120 0.30
H -1.110 3.942 -0.478 0.44
H -0.263 4.288 0.974 0.21
H 0.429 3.153 -2.424 0.33
H 1.249 4.649 -2.900 0.36
H -0.437 4.694 -2.421 0.35
H 0.890 6.722 0.310 0.31
H 1.869 7.205 1.692 0.41
H 0.924 5.773 1.830 0.24
H 3.346 7.022 -0.771 0.40
H 4.622 6.028 -0.044 0.36
H 3.890 7.321 0.894 0.39
O -4.899 0.253 0.346 -0.81
P -4.585 -1.207 0.088 0.86
N -3.604 -0.981 -1.315 0.11
C -3.478 -1.917 -2.413 -0.85
C -2.275 -0.458 -0.983 -1.35
N -6.259 -1.621 -0.337 0.18
C -6.675 -1.843 -1.717 -1.16
C -7.256 -0.704 0.232 -1.10
N -4.143 -2.920 0.227 0.14
C -4.980 -4.057 -0.111 -0.94
C -3.631 -3.130 1.609 -1.22
H -2.874 -2.799 -2.160 0.29
H -2.995 -1.420 -3.259 0.37
H -4.441 -2.255 -2.787 0.23
H -1.659 -1.212 -0.473 0.49
H -2.359 0.411 -0.326 0.30
H -1.746 -0.131 -1.879 0.36
H -6.335 -1.040 -2.385 0.34
H -7.764 -1.887 -1.787 0.42
H -6.350 -2.807 -2.109 0.23
H -7.322 0.229 -0.339 0.34
H -7.032 -0.458 1.268 0.35
H -8.246 -1.171 0.223 0.35
H -5.969 -4.029 0.355 0.31
H -4.489 -4.975 0.221 0.41
H -5.070 -4.177 -1.189 0.22
H -4.436 -3.031 2.348 0.35
H -2.863 -2.384 1.839 0.37
H -3.166 -4.108 1.725 0.40
```


DFT (ωB97M-V with the def2-TZVPD basis set) results for a cluster of 4 separate species, C2H12O3S2 in total in a non-equilibrium geometry.

Summary:
2S+1: 1
Energy above the lowest of the compared OMol25 structures with the same formula, charge and spin, kcal/mol: 26.7
Structure (SMILES): CSSC.O.O.O
E_HOMO, hartree: -0.32413
Gap between HOMO and LUMO, eV: 9.16
Lowest unoccupied orbital energy, eV: 0.336
E_tot, eV: -30081.071

```
19
Properties=species:S:1:pos:R:3:nbo_charge:R:1
C 2.164 1.578 -1.079 -0.78
S 2.857 0.104 -1.780 0.10
S 2.791 -1.301 -0.280 0.06
C 4.448 -0.981 0.524 -0.74
H 2.627 1.805 -0.107 0.22
H 2.506 2.403 -1.710 0.23
H 1.106 1.488 -0.897 0.23
H 4.843 -1.980 0.639 0.22
H 5.282 -0.418 0.118 0.24
H 4.212 -0.690 1.550 0.21
O -2.543 -2.084 1.092 -0.94
H -2.068 -2.035 0.243 0.48
H -1.800 -2.098 1.691 0.47
O -1.661 0.919 1.083 -0.94
H -2.547 1.204 0.836 0.46
H -1.973 0.035 1.377 0.47
O -6.635 0.785 -1.466 -0.93
H -7.096 1.305 -0.814 0.46
H -6.515 -0.039 -1.022 0.46
```